# ClHNO

A 2-piece molecular cluster, ClHNO overall at a distorted geometry (ωB97M-V/def2-TZVPD, OMol25).

As for the net charge: -1. Its energy is -590.74862 Eh. For the gap between HOMO and LUMO, the calculation gives 5.785 eV.

CARTESIAN COORDINATES (ANGSTROEM)
1 Cl -2.1361 1.4290 -2.9274
2 O 0.0304 -0.9666 1.1038
3 N 0.6784 -0.8655 0.0249
4 H 0.0164 -1.3189 -0.8330

Which charges does Mulliken predict for the atoms? In e, they are: -0.99, -0.24, -0.02, 0.25